1.
{
  "formula": "C62H61AsN4O4PRbS3",
  "method": "ωB97M-V with the def2-TZVPD basis set",
  "de_lowest_kcal_mol": 24.2,
  "max_force_ev_per_a": 0.70,
  "orbital_gap_ha": 0.1979,
  "mol_weight_g_mol": 1213.76,
  "total_charge": -2,
  "total_energy_ha": -6715.09726,
  "elements": ["Rb", "C", "C", "C", "C", "C", "C", "C", "C", "N", "C", "C", "C", "C", "N", "C", "C", "C", "C", "C", "C", "C", "C", "H", "H", "H", "H", "H", "H", "H", "H", "H", "H", "H", "H", "H", "H", "H", "H", "H", "H", "H", "H", "H", "H", "H", "H", "O", "S", "O", "O", "O", "S", "C", "C", "C", "N", "C", "C", "C", "C", "C", "N", "C", "C", "H", "H", "H", "H", "H", "H", "H", "H", "C", "C", "As", "C", "C", "C", "C", "C", "C", "C", "C", "C", "C", "C", "C", "P", "C", "C", "C", "C", "C", "C", "C", "C", "C", "C", "C", "C", "H", "H", "H", "H", "H", "H", "H", "H", "H", "H", "H", "H", "H", "H", "H", "H", "H", "H", "H", "H", "H", "H", "H", "H", "S", "C", "C", "C", "C", "C", "C", "H", "H", "H", "H", "H"],
  "positions_angstrom": [[0.84, -1.46, -0.35], [-3.63, 1.29, -1.62], [-3.55, 2.07, -0.33], [-3.82, 3.43, -0.35], [-3.70, 4.21, 0.79], [-3.30, 3.62, 1.98], [-3.04, 2.25, 2.05], [-2.60, 1.61, 3.33], [-3.17, 1.48, 0.88], [-2.84, 0.11, 0.95], [-3.73, -0.78, 0.83], [-5.22, -0.52, 0.70], [-3.33, -2.22, 0.73], [-4.30, -3.26, 1.24], [-2.23, -2.49, 0.16], [-1.90, -3.82, -0.19], [-2.29, -4.26, -1.46], [-3.11, -3.39, -2.37], [-1.86, -5.51, -1.89], [-1.07, -6.31, -1.08], [-0.70, -5.86, 0.18], [-1.11, -4.62, 0.65], [-0.70, -4.15, 2.01], [-2.96, 1.73, -2.36], [-4.64, 1.32, -2.03], [-3.33, 0.25, -1.50], [-4.10, 3.89, -1.30], [-3.89, 5.28, 0.74], [-3.19, 4.22, 2.87], [-2.75, 2.30, 4.17], [-1.55, 1.33, 3.30], [-3.16, 0.70, 3.54], [-5.44, 0.54, 0.70], [-5.76, -1.00, 1.51], [-5.58, -0.96, -0.24], [-4.73, -2.95, 2.19], [-3.79, -4.21, 1.37], [-5.12, -3.41, 0.53], [-3.91, -2.87, -1.84], [-3.56, -4.00, -3.16], [-2.47, -2.65, -2.85], [-2.14, -5.85, -2.88], [-0.72, -7.27, -1.44], [-0.08, -6.48, 0.82], [-0.46, -5.01, 2.65], [-1.48, -3.58, 2.51], [0.19, -3.51, 1.99], [4.56, -2.03, 2.28], [3.27, -1.97, 1.62], [3.03, -3.01, 0.62], [2.92, -0.64, 1.12], [2.15, -2.30, 2.73], [0.36, -2.80, 7.07], [0.37, -2.03, 5.46], [1.55, -1.60, 4.95], [1.59, -1.12, 3.55], [0.34, -0.76, 2.97], [-0.75, -1.21, 3.54], [-0.84, -1.89, 4.76], [0.39, -4.50, 6.61], [0.86, -4.94, 5.37], [0.89, -6.30, 5.12], [0.49, -7.24, 5.99], [0.04, -6.80, 7.16], [-0.04, -5.47, 7.52], [2.48, -1.69, 5.50], [2.34, -0.35, 3.39], [-1.67, -1.00, 2.99], [-1.79, -2.22, 5.16], [1.20, -4.23, 4.62], [1.25, -6.66, 4.17], [-0.29, -7.57, 7.86], [-0.43, -5.18, 8.48], [0.92, 3.13, -1.15], [-0.34, 3.88, -0.73], [-0.09, 5.37, 0.53], [0.77, 4.37, 1.96], [1.59, 5.02, 2.88], [2.16, 4.31, 3.94], [1.91, 2.96, 4.10], [1.08, 2.30, 3.20], [0.51, 3.01, 2.14], [1.49, 6.15, -0.34], [1.25, 7.17, -1.26], [2.29, 7.72, -2.00], [3.59, 7.27, -1.82], [3.84, 6.26, -0.90], [2.80, 5.71, -0.17], [0.50, 1.61, -2.11], [-0.12, 2.31, -3.70], [-0.99, 1.53, -4.46], [-1.48, 2.00, -5.67], [-1.12, 3.26, -6.13], [-0.25, 4.04, -5.38], [0.25, 3.56, -4.18], [2.18, 1.08, -2.60], [2.53, 0.78, -3.91], [3.78, 0.26, -4.21], [4.69, 0.01, -3.19], [4.35, 0.28, -1.88], [3.10, 0.82, -1.58], [1.44, 2.75, -0.27], [1.62, 3.78, -1.67], [-1.05, 3.21, -0.24], [-0.87, 4.28, -1.60], [1.81, 6.07, 2.77], [2.81, 4.83, 4.64], [2.36, 2.41, 4.91], [0.87, 1.24, 3.28], [-0.12, 2.47, 1.45], [0.24, 7.53, -1.41], [2.08, 8.51, -2.72], [4.40, 7.70, -2.39], [4.85, 5.89, -0.76], [3.00, 4.90, 0.53], [-1.23, 0.52, -4.13], [-2.14, 1.37, -6.26], [-1.51, 3.63, -7.07], [0.05, 5.02, -5.73], [0.95, 4.17, -3.61], [1.81, 0.92, -4.71], [4.01, -0.01, -5.23], [5.65, -0.44, -3.42], [5.02, 0.04, -1.06], [2.85, 0.96, -0.54], [-0.02, -1.94, -3.62], [1.42, -2.34, -4.53], [2.52, -2.99, -3.93], [3.66, -3.28, -4.66], [3.76, -2.95, -6.01], [2.68, -2.32, -6.61], [1.54, -2.02, -5.89], [2.47, -3.25, -2.88], [4.49, -3.77, -4.16], [4.66, -3.19, -6.57], [2.73, -2.05, -7.67], [0.70, -1.52, -6.37]]
}

---

2.
{
  "formula": "C62H66ClN10O21P",
  "method": "ωB97M-V with the def2-TZVPD basis set",
  "max_force_ev_per_a": 4.61,
  "orbital_gap_ha": 0.2409,
  "mol_weight_g_mol": 1353.69,
  "smiles": "C[C@H](O)CNCCO[C@]1(CCC(=O)O)NC(=O)[C@H](Cl)[C@H]1P(C)C.O=[N+]([O-])c1ccccc1.O=[N+]([O-])c1ccccc1.O=[N+]([O-])c1ccccc1.O=[N+]([O-])c1ccccc1.O=[N+]([O-])c1ccccc1.O=[N+]([O-])c1ccccc1.O=[N+]([O-])c1ccccc1.O=[N+]([O-])c1ccccc1",
  "total_charge": 0,
  "total_energy_ha": -5330.44656,
  "elements": ["C", "C", "O", "C", "N", "C", "C", "O", "C", "C", "C", "C", "O", "O", "N", "C", "O", "C", "Cl", "C", "P", "C", "C", "H", "H", "H", "H", "H", "H", "H", "H", "H", "H", "H", "H", "H", "H", "H", "H", "H", "H", "H", "H", "H", "H", "H", "H", "H", "H", "C", "C", "C", "C", "C", "C", "N", "O", "O", "H", "H", "H", "H", "H", "C", "C", "C", "C", "C", "C", "N", "O", "O", "H", "H", "H", "H", "H", "C", "C", "C", "C", "C", "C", "N", "O", "O", "H", "H", "H", "H", "H", "C", "C", "C", "C", "C", "C", "N", "O", "O", "H", "H", "H", "H", "H", "C", "C", "C", "C", "C", "C", "N", "O", "O", "H", "H", "H", "H", "H", "C", "C", "C", "C", "C", "C", "N", "O", "O", "H", "H", "H", "H", "H", "C", "C", "C", "C", "C", "C", "N", "O", "O", "H", "H", "H", "H", "H", "C", "C", "C", "C", "C", "C", "N", "O", "O", "H", "H", "H", "H", "H"],
  "positions_angstrom": [[2.85, 2.61, 2.72], [2.62, 3.61, 1.48], [1.61, 4.59, 1.78], [2.28, 2.85, 0.10], [1.14, 1.92, 0.39], [-0.02, 2.16, -0.52], [-1.27, 1.32, 0.12], [-2.45, 2.14, -0.12], [-3.50, 1.84, 0.85], [-3.77, 0.30, 1.21], [-4.05, -0.60, -0.10], [-3.27, -1.99, 0.00], [-3.85, -3.00, -0.49], [-1.97, -2.16, 0.58], [-4.73, 2.15, 0.00], [-5.54, 3.26, 0.48], [-6.30, 3.99, -0.21], [-5.23, 3.35, 2.05], [-5.21, 5.00, 2.85], [-3.66, 2.96, 1.99], [-2.73, 2.81, 3.63], [-2.65, 1.04, 4.28], [-1.05, 3.66, 3.60], [2.25, 3.01, 3.60], [2.53, 1.54, 2.50], [3.98, 2.59, 2.95], [3.60, 4.17, 1.30], [0.78, 4.42, 1.28], [1.93, 3.59, -0.69], [3.19, 2.24, -0.25], [1.40, 0.94, 0.27], [-0.34, 3.25, -0.48], [0.17, 1.90, -1.61], [-1.29, 0.32, -0.46], [-1.10, 1.08, 1.22], [-4.72, 0.28, 1.84], [-2.88, -0.12, 1.79], [-5.16, -0.77, -0.30], [-3.58, -0.04, -0.99], [-1.32, -2.38, -0.11], [-4.44, 2.31, -0.98], [-5.69, 2.47, 2.60], [-3.13, 3.85, 1.50], [-2.35, 0.96, 5.38], [-1.91, 0.37, 3.71], [-3.72, 0.62, 4.21], [-0.70, 3.72, 4.70], [-1.23, 4.76, 3.30], [-0.25, 3.15, 2.97], [2.67, -4.00, 5.13], [1.65, -3.66, 6.01], [0.97, -2.46, 5.86], [1.32, -1.60, 4.82], [2.34, -1.93, 3.94], [3.02, -3.13, 4.10], [0.59, -0.34, 4.64], [-0.29, -0.07, 5.45], [0.90, 0.37, 3.70], [3.19, -4.94, 5.25], [1.38, -4.34, 6.82], [0.18, -2.20, 6.56], [2.62, -1.27, 3.12], [3.82, -3.40, 3.41], [-5.53, -4.96, 2.01], [-4.54, -4.14, 2.55], [-3.59, -4.68, 3.41], [-3.64, -6.04, 3.71], [-4.63, -6.86, 3.18], [-5.58, -6.31, 2.32], [-2.62, -6.62, 4.60], [-1.78, -5.87, 5.06], [-2.68, -7.82, 4.82], [-6.27, -4.53, 1.33], [-4.51, -3.09, 2.30], [-2.83, -4.04, 3.83], [-4.68, -7.92, 3.41], [-6.35, -6.94, 1.90], [-2.60, -4.25, -5.30], [-3.51, -3.21, -5.46], [-3.21, -1.94, -4.98], [-1.99, -1.72, -4.35], [-1.07, -2.76, -4.18], [-1.39, -4.02, -4.66], [-1.65, -0.38, -3.86], [-2.48, 0.50, -4.01], [-0.56, -0.22, -3.34], [-2.84, -5.24, -5.68], [-4.46, -3.39, -5.96], [-3.93, -1.13, -5.11], [-0.12, -2.60, -3.68], [-0.68, -4.84, -4.54], [0.51, -7.64, -9.47], [0.09, -8.90, -9.07], [-1.00, -9.03, -8.23], [-1.67, -7.89, -7.78], [-1.24, -6.62, -8.17], [-0.15, -6.50, -9.02], [-2.84, -8.03, -6.91], [-3.17, -9.15, -6.58], [-3.42, -7.01, -6.57], [1.37, -7.53, -10.14], [0.61, -9.78, -9.43], [-1.32, -10.02, -7.92], [-1.75, -5.73, -7.83], [0.19, -5.51, -9.32], [1.14, 2.26, -6.63], [1.29, 1.04, -5.97], [1.68, -0.09, -6.68], [1.90, 0.00, -8.05], [1.74, 1.22, -8.72], [1.36, 2.34, -8.00], [2.33, -1.18, -8.80], [2.44, -2.23, -8.18], [2.55, -1.05, -9.99], [0.85, 3.14, -6.07], [1.12, 0.98, -4.90], [1.79, -1.03, -6.16], [1.92, 1.30, -9.79], [1.24, 3.29, -8.51], [7.38, -0.78, 7.22], [6.09, -0.43, 6.85], [5.81, -0.10, 5.53], [6.84, -0.14, 4.58], [8.13, -0.50, 4.95], [8.40, -0.82, 6.28], [6.53, 0.17, 3.19], [5.38, 0.50, 2.92], [7.44, 0.10, 2.37], [7.59, -1.04, 8.26], [5.30, -0.40, 7.59], [4.80, 0.18, 5.25], [8.94, -0.53, 4.22], [9.41, -1.09, 6.57], [-0.97, 8.82, -5.16], [0.30, 9.32, -5.45], [1.36, 8.45, -5.67], [1.14, 7.08, -5.60], [-0.12, 6.57, -5.31], [-1.18, 7.45, -5.08], [2.25, 6.16, -5.86], [3.35, 6.64, -6.09], [2.02, 4.96, -5.82], [-1.80, 9.50, -4.99], [0.45, 10.40, -5.50], [2.34, 8.86, -5.89], [-0.30, 5.50, -5.25], [-2.16, 7.06, -4.86], [0.38, 5.01, 8.08], [1.66, 5.51, 7.84], [2.73, 4.65, 7.66], [2.51, 3.27, 7.71], [1.24, 2.76, 7.96], [0.18, 3.63, 8.15], [3.63, 2.36, 7.50], [4.74, 2.84, 7.30], [3.40, 1.16, 7.52], [-0.45, 5.68, 8.22], [1.81, 6.59, 7.79], [3.72, 5.06, 7.47], [1.07, 1.69, 8.01], [-0.82, 3.24, 8.34]]
}